1.
24
Properties=species:S:1:pos:R:3:forces:R:3:lowdin_charge:R:1 method="wB97M-V/def2-TZVPD" de_lowest_kj_mol=100.0 smiles="C[C@H]1[NH+]=CN(C)C1(C)C" energy_ha=-384.9587 homo_energy_ev=-13.88 gap_ev=11.09 e_lumo_ev=-2.78 charge=+1 largest_force_ev_per_a=4.891
C 0.4089 1.9584 -0.1328 1.95 2.15 -0.31 -0.094
C -1.2744 0.4151 -0.3952 -1.61 -1.49 -3.08 -0.333
C 0.0448 -0.3298 -0.2320 1.56 -0.28 -0.07 -0.373
C -2.3025 0.3549 0.6372 0.82 1.25 2.08 -0.047
C 0.0247 -1.2524 0.9944 -3.32 1.93 0.09 -0.010
C 0.4639 -1.0138 -1.5498 1.17 -0.11 0.52 -0.007
C 2.4325 0.5393 0.5668 -1.14 -2.26 -1.52 0.038
N 1.0726 0.8787 -0.0222 0.88 -4.28 1.47 -0.015
N -0.8011 1.7504 -0.5793 -2.80 3.94 -0.74 0.106
H 0.9421 2.9474 0.0362 -1.25 -1.11 -0.37 0.200
H -1.8971 -0.0079 -1.2766 1.82 0.94 0.39 0.190
H -1.7843 0.5947 1.5451 -0.46 0.42 1.07 0.093
H -2.7955 -0.5355 0.7744 -0.50 -2.69 0.08 0.074
H -3.1532 0.9687 0.4910 -0.41 1.42 -0.41 0.095
H 0.7340 -1.9717 1.1597 2.14 -1.45 -0.01 0.064
H -0.9507 -1.7581 1.0222 0.28 -0.45 -0.78 0.103
H -0.2019 -0.6932 1.9078 0.96 0.35 0.05 0.098
H 1.4791 -1.4796 -1.3739 -1.35 -0.17 -0.27 0.100
H 0.6822 -0.2960 -2.3500 -0.50 0.13 0.20 0.096
H -0.3303 -1.7032 -1.8933 0.74 0.07 0.28 0.106
H 2.9193 1.4424 0.7950 0.94 0.97 0.04 0.071
H 2.2875 -0.0528 1.4816 -0.18 0.46 -0.16 0.088
H 3.0197 -0.2057 -0.1354 -1.16 2.03 1.05 0.140
H -1.4731 2.5675 -0.7327 1.41 -1.74 0.39 0.215

2.
25
Properties=species:S:1:pos:R:3:forces:R:3:lowdin_charge:R:1 method="wB97M-V/def2-TZVPD" de_lowest_kj_mol=488.6 smiles="CC(=[NH+]/[O-])/[N+](C)=C/C(C)C" energy_ha=-460.0868 homo_energy_ev="-13.65 / -13.65" gap_ev="9.80 / 9.80" e_lumo_ev="-3.85 / -3.85" charge=+1 largest_force_ev_per_a=3.848
C -1.9155 -0.3928 0.3495 0.80 2.26 0.00 -0.218
C 0.3566 -0.2582 0.2352 2.00 -2.17 2.26 -0.010
C -3.1916 0.1936 0.9059 -1.23 -2.74 -1.35 0.031
C 2.7761 0.2334 1.0144 -1.09 1.62 1.14 -0.022
C 2.1907 -0.9221 -1.1324 0.17 -1.95 -3.31 -0.077
C -0.9708 1.7354 -0.4848 1.14 -1.48 0.61 0.075
C 1.8021 0.0967 -0.1518 -2.09 -0.27 0.78 -0.371
N -0.7437 0.4250 0.2379 -1.56 1.79 0.13 -0.028
N -1.6844 -1.4509 -0.3249 -1.27 -2.38 -1.62 0.012
O -0.5385 -1.7704 -0.8669 -0.64 0.16 0.05 -0.082
H 0.2985 -1.1777 0.8692 0.29 1.12 -0.24 0.177
H -3.0065 1.0751 1.4781 0.00 0.37 0.39 0.090
H -3.6992 -0.6269 1.4581 0.52 0.72 0.47 0.108
H -3.9890 0.3153 0.1194 1.11 0.53 0.36 0.121
H 2.4832 -0.4425 1.8054 0.10 -0.28 0.29 0.084
H 2.7017 1.2632 1.4218 -0.22 -0.54 0.02 0.096
H 3.8398 0.1450 0.8645 0.16 -0.55 -0.92 0.091
H 1.3684 -1.1850 -1.9020 1.43 0.35 1.40 0.118
H 2.7685 -1.8245 -0.8797 -0.86 0.12 0.79 0.110
H 2.9330 -0.4000 -1.6849 0.81 0.36 -1.01 0.080
H -1.9941 1.8514 -0.7185 -1.01 -0.04 -0.28 0.086
H -0.6403 2.5472 0.1057 0.32 0.77 0.77 0.097
H -0.3730 1.6784 -1.3608 0.26 0.18 -0.97 0.096
H 1.6825 0.9745 -0.7227 0.35 1.50 -0.43 0.115
H -2.4546 -2.0834 -0.6357 0.53 0.52 0.70 0.221